Entry 1:
ORCA calculation (ωB97M-V/def2-TZVPD) on a cluster of 2 separate species, C4H4S in total.

Calculated values
Frontier orbital gap (spin up / spin down) ... 0.279 / 0.279 Eh
Largest force on an atom ... 4.0 eV/Å
M ... 84.1 g/mol
E ... -552.80458 a.u.
HOMO (spin up / spin down) ... -8.468 / -8.468 eV
ΔE to the lowest compared entry with this formula, charge and spin ... 492.1 kJ/mol

Positions of all 9 atoms, in Å:
C  -1.624  -1.003  0.368
C  -1.758  0.156  0.093
C  1.345  -0.184  0.051
C  0.992  0.973  -0.338
S  -1.449  1.623  -0.671
H  -1.573  -2.004  0.806
H  2.356  -0.584  0.209
H  0.570  -0.884  0.374
H  1.142  1.907  -0.893

=====

Entry 2:
ORCA calculation (ωB97M-V/def2-TZVPD) on a structure of composition C36H90F4K2N2O32P6S4.

Calculated values
Frontier orbital gap (spin up / spin down) ... 0.245 / 0.068 Eh
Largest force on an atom ... 12.6 eV/Å
⟨S²⟩ ... 0.765
M ... 1531.4 g/mol
E ... -9183.24104 a.u.
HOMO (spin up / spin down) ... -11.505 / -11.505 eV
Total charge ... +1
2S+1 ... 2

Positions of all 176 atoms, in Å:
K  16.657  11.913  -3.943
K  12.979  10.764  -3.958
N  15.260  9.984  -2.502
S  15.140  10.726  -0.930
O  16.325  10.813  -0.079
O  13.880  10.630  -0.226
F  15.023  12.229  -1.442
S  15.787  8.690  -1.958
O  14.932  7.806  -1.109
O  17.232  8.516  -1.743
F  15.521  7.902  -3.357
N  12.108  13.411  -3.741
S  13.321  14.639  -3.890
O  14.656  14.092  -3.637
O  13.042  16.041  -3.660
F  13.292  14.549  -5.572
S  11.460  14.030  -2.522
O  10.712  15.300  -2.674
O  12.106  13.786  -1.245
F  10.302  12.891  -2.456
C  23.031  7.376  1.622
C  22.090  8.551  1.558
O  22.104  8.957  2.885
P  20.969  8.376  3.935
O  20.221  7.166  3.484
O  21.817  8.087  5.372
C  22.417  6.804  5.539
C  21.423  6.172  6.468
O  20.138  9.711  4.329
C  18.833  9.967  3.851
C  18.667  10.084  2.357
H  23.941  7.764  2.081
H  22.498  6.626  2.207
H  23.390  7.020  0.657
H  22.436  9.350  0.903
H  21.101  8.245  1.217
H  22.532  6.200  4.638
H  23.396  6.835  6.017
H  20.501  6.043  5.902
H  21.755  5.177  6.765
H  21.311  6.769  7.374
H  18.204  9.134  4.166
H  18.287  10.741  4.391
H  18.934  9.184  1.804
H  17.641  10.231  2.019
H  19.318  10.817  1.881
C  6.143  10.227  -3.320
C  7.637  10.739  -3.201
O  8.244  10.170  -2.039
P  9.426  9.127  -2.381
O  10.404  9.567  -3.423
O  10.125  8.899  -0.929
C  11.395  8.248  -0.827
C  11.305  7.474  0.541
O  8.627  7.737  -2.737
C  7.613  7.233  -1.825
C  6.860  6.106  -2.581
H  5.691  10.420  -2.347
H  5.598  10.654  -4.161
H  6.200  9.142  -3.416
H  8.026  10.528  -4.198
H  7.553  11.806  -2.998
H  11.543  7.456  -1.561
H  12.315  8.822  -0.716
H  11.124  7.983  1.488
H  10.622  6.639  0.387
H  12.235  6.963  0.794
H  7.984  6.661  -0.974
H  7.027  8.035  -1.375
H  5.997  5.719  -2.038
H  6.454  6.430  -3.539
H  7.542  5.285  -2.805
C  5.735  11.003  0.945
C  5.822  9.698  1.726
O  7.058  9.344  2.215
P  7.797  10.267  3.329
O  6.848  10.864  4.341
O  8.678  11.340  2.434
C  9.406  10.966  1.263
C  10.699  11.746  1.289
O  8.926  9.363  3.975
C  8.467  8.469  5.005
C  7.684  7.290  4.356
H  4.739  11.158  0.530
H  5.860  11.890  1.566
H  6.566  10.954  0.242
H  5.129  9.809  2.560
H  5.565  8.809  1.150
H  9.726  9.924  1.292
H  8.866  11.082  0.323
H  11.040  11.990  2.295
H  11.501  11.215  0.778
H  10.465  12.717  0.853
H  9.372  8.133  5.511
H  7.921  8.895  5.846
H  6.662  7.571  4.099
H  8.272  6.996  3.486
H  7.646  6.423  5.015
C  21.834  9.779  -2.164
C  20.566  9.943  -1.384
O  20.520  11.172  -0.586
P  19.969  12.488  -1.416
O  18.775  12.359  -2.252
O  19.812  13.477  -0.169
C  18.623  13.381  0.637
C  18.067  14.744  0.653
O  21.276  13.025  -2.195
C  21.218  14.124  -3.059
C  21.516  15.334  -2.218
H  22.675  9.674  -1.480
H  21.824  8.900  -2.809
H  21.941  10.620  -2.850
H  19.680  9.925  -2.018
H  20.474  9.130  -0.664
H  17.892  12.614  0.381
H  18.875  12.973  1.615
H  17.786  15.157  -0.315
H  17.107  14.749  1.169
H  18.709  15.512  1.085
H  22.048  13.921  -3.735
H  20.269  14.251  -3.581
H  21.121  16.256  -2.645
H  21.049  15.212  -1.241
H  22.603  15.328  -2.140
C  17.165  7.940  -6.799
C  15.731  7.355  -7.046
O  15.814  6.395  -8.168
P  16.194  4.822  -7.924
O  17.335  4.487  -6.997
O  14.799  4.151  -7.438
C  13.534  4.581  -7.994
C  12.506  3.510  -7.675
O  16.406  4.209  -9.460
C  17.199  5.127  -10.300
C  18.691  4.754  -10.276
H  17.293  8.481  -5.861
H  17.812  7.063  -6.781
H  17.412  8.593  -7.636
H  15.394  6.900  -6.114
H  15.057  8.142  -7.383
H  13.252  5.544  -7.568
H  13.644  4.625  -9.077
H  11.558  3.786  -8.137
H  12.894  2.545  -8.001
H  12.310  3.449  -6.605
H  16.762  4.820  -11.251
H  17.056  6.180  -10.059
H  19.186  4.821  -9.307
H  18.763  3.716  -10.601
H  19.257  5.387  -10.958
C  13.180  10.993  3.517
C  12.080  10.056  4.060
O  12.377  8.740  3.672
P  13.237  7.697  4.548
O  13.101  7.906  6.008
O  12.761  6.232  4.009
C  11.513  5.605  4.397
C  11.893  4.332  5.191
O  14.700  7.881  3.888
C  14.863  7.857  2.549
C  15.435  6.532  2.013
H  14.118  10.633  3.940
H  13.337  10.793  2.456
H  13.087  12.054  3.745
H  12.074  10.098  5.150
H  11.070  10.214  3.681
H  10.820  6.228  4.963
H  11.076  5.474  3.407
H  11.870  4.547  6.259
H  11.210  3.493  5.063
H  12.864  3.940  4.888
H  13.895  7.950  2.058
H  15.450  8.719  2.230
H  15.373  5.633  2.626
H  14.947  6.163  1.110
H  16.509  6.561  1.829

=====

Entry 3:
ORCA calculation (ωB97M-V/def2-TZVPD) on a cluster of 2 separate species, C5H13NO in total.

Calculated values
Frontier orbital gap (spin up / spin down) ... 0.245 / 0.177 Eh
Largest force on an atom ... 2.3 eV/Å
⟨S²⟩ ... 0.755
M ... 103.2 g/mol
E ... -327.89509 a.u.
HOMO (spin up / spin down) ... -13.171 / -13.160 eV
Total charge ... +1
ΔE to the lowest compared entry with this formula, charge and spin ... 315.6 kJ/mol
2S+1 ... 2

Positions of all 20 atoms, in Å:
C  0.714  0.405  1.194
C  -0.708  0.894  1.061
C  -1.368  0.635  -0.334
C  -2.570  -1.175  -1.612
C  -1.924  -0.727  -0.488
N  1.612  0.711  0.033
H  1.248  0.897  2.003
H  0.732  -0.680  1.354
H  -0.867  1.952  1.290
H  -1.268  0.308  1.804
H  -2.215  1.336  -0.403
H  -0.633  0.951  -1.087
H  -1.968  -1.401  -2.505
H  -3.524  -1.699  -1.688
H  -2.127  -1.263  0.435
H  1.443  1.637  -0.349
H  1.409  0.082  -0.739
H  3.249  -0.804  0.187
H  4.779  -0.916  0.176
O  3.988  -1.142  -0.333

=====

Entry 4:
ORCA calculation (ωB97M-V/def2-TZVPD) on a structure of composition C6H8NO3S.

Calculated values
Frontier orbital gap (spin up / spin down) ... 0.248 / 0.249 Eh
Largest force on an atom ... 1.0 eV/Å
M ... 174.2 g/mol
E ... -912.00616 a.u.
HOMO (spin up / spin down) ... -3.210 / -3.213 eV
Total charge ... -1
ΔE to the lowest compared entry with this formula, charge and spin ... 348.9 kJ/mol

Positions of all 19 atoms, in Å:
C  1.926  0.168  0.042
C  1.366  0.329  -1.346
C  -0.520  -0.646  -0.635
C  1.016  -0.895  -0.557
C  -0.045  0.711  -0.978
C  -1.411  -0.822  0.584
N  -0.318  1.796  -0.269
O  -0.255  4.254  -0.068
O  1.757  3.160  -0.915
O  1.113  2.942  1.448
S  0.710  3.180  0.073
H  2.953  -0.172  0.128
H  1.655  0.909  0.781
H  1.888  0.530  -2.262
H  -0.902  -1.219  -1.484
H  -0.972  -0.316  1.442
H  -1.502  -1.881  0.820
H  -2.408  -0.419  0.404
H  -1.072  1.784  0.400

=====

Entry 5:
ORCA calculation (ωB97M-V/def2-TZVPD) on a structure of composition C30H33N2O2P2SZn.

Calculated values
Frontier orbital gap ... 0.229 Eh
Largest force on an atom ... 3.1 eV/Å
M ... 613.0 g/mol
E ... -4282.99779 a.u.
HOMO ... -10.459 eV
Total charge ... +1

Positions of all 71 atoms, in Å:
Zn  13.101  9.093  7.772
N  12.318  7.037  8.204
C  13.482  6.185  7.961
C  14.817  6.970  7.611
O  15.823  6.286  7.525
O  14.757  8.281  7.490
H  12.039  7.001  9.178
H  11.492  6.669  7.708
H  13.280  5.507  7.117
H  13.773  5.594  8.857
C  6.482  11.990  12.609
S  7.811  13.024  11.904
C  9.194  12.630  13.014
C  10.432  12.154  12.258
C  10.210  10.798  11.653
N  11.414  10.163  11.084
P  12.384  9.102  12.071
C  12.247  9.629  13.795
C  13.081  10.633  14.361
C  13.087  10.807  15.741
C  12.270  10.065  16.554
C  11.447  9.071  16.026
C  11.396  8.895  14.646
C  14.043  9.485  11.493
C  15.031  8.518  11.619
C  16.357  8.848  11.303
C  16.657  10.161  10.884
C  15.650  11.089  10.674
C  14.365  10.779  11.042
P  11.595  10.195  9.273
C  11.351  11.963  8.932
C  12.439  12.746  8.510
C  12.244  14.081  8.133
C  10.982  14.644  8.258
C  9.868  13.871  8.633
C  10.085  12.542  8.976
C  10.102  9.397  8.615
C  9.580  9.878  7.401
C  8.449  9.320  6.796
C  7.749  8.314  7.508
C  8.252  7.796  8.703
C  9.492  8.282  9.205
H  5.703  11.936  11.838
H  6.098  12.454  13.493
H  6.893  11.010  12.841
H  8.794  11.881  13.718
H  9.455  13.507  13.614
H  11.196  12.103  13.055
H  10.776  12.943  11.583
H  9.408  10.830  10.911
H  9.810  10.178  12.481
H  13.651  11.315  13.712
H  13.726  11.548  16.145
H  12.283  10.254  17.598
H  10.845  8.410  16.677
H  10.763  8.094  14.242
H  14.766  7.538  12.028
H  17.152  8.120  11.429
H  17.710  10.383  10.723
H  15.888  12.027  10.173
H  13.545  11.489  10.991
H  13.457  12.342  8.484
H  13.108  14.675  7.827
H  10.807  15.668  7.967
H  8.897  14.288  8.705
H  9.293  11.886  9.288
H  10.045  10.785  6.958
H  8.058  9.604  5.856
H  6.883  7.870  7.055
H  7.741  6.986  9.199
H  9.923  7.788  10.068

=====

Entry 6:
ORCA calculation (ωB97M-V/def2-TZVPD) on a structure of composition C21H24N5O2Rh.

Calculated values
Frontier orbital gap (spin up / spin down) ... 0.174 / 0.161 Eh
Largest force on an atom ... 3.1 eV/Å
M ... 481.4 g/mol
E ... -1348.60948 a.u.
HOMO (spin up / spin down) ... -13.737 / -13.450 eV
Total charge ... +2

Positions of all 53 atoms, in Å:
Rh  0.437  0.911  -0.019
C  1.332  3.136  1.427
C  2.095  1.894  1.943
N  2.405  0.947  0.844
C  2.829  -0.441  1.212
C  1.709  -1.440  0.872
C  1.479  -2.642  1.527
C  0.100  -3.056  2.087
C  -1.162  -2.875  1.320
C  -1.184  -1.428  0.990
C  -2.426  -0.494  0.961
N  -2.029  0.896  0.672
C  -2.072  1.911  1.729
C  -1.237  3.145  1.329
N  0.071  2.862  0.664
N  0.915  -0.906  -0.050
H  2.000  3.688  0.757
H  1.124  3.772  2.293
H  1.498  1.372  2.692
H  3.016  2.247  2.420
H  3.114  1.362  0.236
H  3.016  -0.500  2.286
H  3.750  -0.702  0.687
H  2.300  -3.083  2.073
H  0.176  -3.987  2.646
H  -1.924  -3.607  1.153
H  -2.910  -0.560  1.942
H  -3.120  -0.854  0.199
H  -2.541  1.243  -0.135
H  -1.698  1.497  2.661
H  -3.102  2.248  1.909
H  -1.078  3.745  2.228
H  -1.836  3.737  0.633
H  0.095  3.496  -0.136
O  -0.026  -1.926  3.021
C  -0.379  -0.929  2.239
O  -0.130  0.215  2.508
C  -0.415  -1.378  -0.420
C  -0.399  -2.688  -1.151
C  -0.375  -2.721  -2.492
C  -0.365  -1.515  -3.262
C  -0.071  -1.478  -4.621
C  0.070  -0.270  -5.277
C  -0.167  0.940  -4.600
C  -0.526  0.937  -3.278
C  -0.577  -0.281  -2.556
N  -0.779  -0.249  -1.239
H  -0.332  -3.592  -0.565
H  -0.320  -3.669  -3.006
H  0.074  -2.404  -5.157
H  0.369  -0.252  -6.313
H  -0.066  1.871  -5.136
H  -0.728  1.855  -2.741

=====

Entry 7:
ORCA calculation (ωB97M-V/def2-TZVPD) on a cluster of 13 separate species, C33H59F4N5O30S4 in total.

Calculated values
Frontier orbital gap ... 0.351 Eh
Largest force on an atom ... 2.1 eV/Å
M ... 1210.1 g/mol
E ... -5815.58585 a.u.
HOMO ... -9.827 eV

Positions of all 135 atoms, in Å:
C  -5.925  4.760  12.180
N  -4.690  5.454  11.784
O  -4.791  6.395  11.023
O  -3.640  4.984  12.173
H  -5.934  3.780  11.698
H  -6.805  5.332  11.921
H  -5.859  4.489  13.233
C  0.576  0.820  8.515
N  1.825  0.204  9.026
O  1.822  -0.101  10.205
O  2.778  0.099  8.286
H  0.665  1.846  8.869
H  -0.309  0.310  8.870
H  0.566  0.696  7.437
C  -3.578  -2.676  7.972
N  -2.115  -2.745  7.994
O  -1.482  -1.709  7.905
O  -1.630  -3.843  8.143
H  -4.004  -3.293  8.764
H  -4.066  -3.038  7.069
H  -3.975  -1.687  8.181
C  -1.397  -2.483  11.359
N  -0.276  -3.412  11.680
O  -0.510  -4.602  11.584
O  0.813  -2.939  11.920
H  -1.704  -1.795  12.140
H  -2.238  -3.144  11.168
H  -1.079  -1.925  10.483
C  -1.642  3.653  14.396
N  -0.532  4.058  13.470
O  -0.325  5.245  13.328
O  0.006  3.172  12.843
H  -2.218  2.923  13.836
H  -2.229  4.537  14.611
H  -1.178  3.269  15.300
C  -7.483  5.994  5.157
C  -7.138  7.255  5.975
C  -6.510  6.723  7.252
S  -7.538  5.266  7.690
O  -8.454  5.600  8.746
O  -6.640  4.156  7.894
C  -8.352  5.161  6.078
H  -6.549  5.451  4.981
H  -7.990  6.160  4.210
H  -8.088  7.722  6.252
H  -6.522  7.917  5.375
H  -6.572  7.385  8.112
H  -5.501  6.351  7.087
H  -9.359  5.573  6.159
H  -8.461  4.095  5.876
C  -2.466  3.225  8.375
C  -3.812  2.495  8.344
C  -3.656  1.239  9.167
S  -2.654  1.742  10.579
O  -1.612  0.757  10.741
O  -3.554  1.999  11.688
C  -2.055  3.286  9.843
H  -2.661  4.225  7.983
H  -1.647  2.799  7.793
H  -4.132  2.317  7.319
H  -4.513  3.227  8.755
H  -3.043  0.550  8.574
H  -4.523  0.647  9.455
H  -0.996  3.387  10.080
H  -2.630  4.048  10.369
C  -2.152  7.174  8.903
C  -2.028  8.687  8.922
C  -0.620  9.013  8.444
S  0.425  7.725  9.197
O  1.057  8.204  10.397
O  1.154  7.117  8.115
C  -0.962  6.644  9.694
H  -2.008  6.732  7.911
H  -3.107  6.803  9.275
H  -2.210  9.113  9.911
H  -2.785  9.183  8.304
H  -0.334  9.976  8.870
H  -0.462  9.046  7.370
H  -1.111  6.792  10.764
H  -0.643  5.628  9.481
C  3.833  4.497  12.495
C  4.142  3.002  12.412
C  3.301  2.408  11.305
S  3.009  3.748  10.108
O  1.584  3.983  10.049
O  3.735  3.479  8.895
C  3.822  5.047  11.066
H  4.587  4.981  13.118
H  2.875  4.730  12.968
H  4.035  2.511  13.376
H  5.188  2.901  12.098
H  2.293  2.139  11.632
H  3.704  1.512  10.840
H  3.267  5.973  10.946
H  4.863  5.133  10.757
C  0.516  0.311  4.444
C  -0.238  -1.011  4.361
O  -1.576  -0.578  4.478
C  -1.583  0.561  5.223
O  -2.537  1.051  5.729
O  -0.356  1.114  5.214
F  0.047  -1.779  5.457
H  0.732  0.701  3.447
H  1.468  0.216  4.965
H  -0.094  -1.633  3.485
C  -8.054  -0.041  6.942
C  -6.715  0.409  7.527
O  -6.178  -0.760  8.069
C  -6.974  -1.834  7.808
O  -6.707  -2.943  8.103
O  -8.112  -1.442  7.188
F  -6.889  1.334  8.510
H  -8.106  0.195  5.878
H  -8.911  0.436  7.414
H  -6.060  0.842  6.771
C  -1.807  7.444  4.308
C  -2.900  7.147  5.319
O  -2.545  5.850  5.743
C  -1.751  5.258  4.794
O  -1.426  4.137  4.841
O  -1.487  6.152  3.818
F  -4.156  7.079  4.777
H  -0.992  7.951  4.828
H  -2.126  8.070  3.479
H  -2.945  7.742  6.229
C  -5.480  0.179  13.436
C  -4.316  -0.666  13.897
O  -4.289  -1.710  12.965
C  -4.998  -1.364  11.857
O  -5.040  -1.975  10.847
O  -5.730  -0.255  12.096
F  -4.514  -1.178  15.149
H  -5.303  1.255  13.425
H  -6.434  0.107  13.966
H  -3.378  -0.115  13.968